ORCA calculation (ωB97M-V/def2-TZVPD) on a 2-piece molecular cluster, C2H4N6O overall in a non-equilibrium geometry.

Each line ends with the natural charge from an NBO analysis.
Positions of all 13 atoms, in Å:
N -2.1124 -0.5870 -2.0766  -0.043
C 0.3714 -0.6365 0.4777  0.051
N 0.4119 1.4603 2.4937  -0.010
N 1.6181 -0.3727 0.3188  -0.719
H 1.8838 -0.1331 -0.6801  0.402
H -0.4879 2.0356 2.5875  0.264
N -0.0446 -0.1107 -2.0556  -0.302
O 1.5031 1.9551 2.7027  -0.250
H -2.2335 -1.6519 -0.4671  0.432
C -0.3038 -0.5972 -0.8337  0.160
N -1.6777 -0.9141 -0.8950  -0.339
N -1.1837 -0.1300 -2.7445  -0.068
H 2.2552 -0.3178 1.1724  0.422

Output
multiplicity = 1
Kohn-Sham gap (alpha / beta) = 0.2966 / 0.2969 hartree
HOMO level (alpha / beta) = -8.747 / -8.725 eV
charge = 0
relative energy (zero: lowest compared OMol25 entry of this formula, charge and spin) = 455.61 kJ/mol



ORCA calculation (ωB97M-V/def2-TZVPD) on a 2-piece molecular cluster, C2H4NO2 overall.

Each line ends with the natural charge from an NBO analysis.
Positions of all 9 atoms, in Å:
C 0.5932 -1.5181 -0.1863  -0.054
C -0.5678 1.8551 -0.2049  0.625
N 0.4146 -1.8835 1.0094  -0.644
H -0.1562 -1.1904 1.4987  0.343
O -1.3808 0.9040 -0.2216  -0.805
H 0.5097 1.5748 -0.4096  -0.026
H 0.0837 -0.6764 -0.6600  0.212
O -0.7765 3.0711 -0.0592  -0.774
H 1.2800 -2.1366 -0.7665  0.122

Output
multiplicity = 1
Kohn-Sham gap = 0.3124 hartree
HOMO level = -4.172 eV
charge = -1
relative energy (zero: lowest compared OMol25 entry of this formula, charge and spin) = 96.84 kJ/mol



Question: The highest relative energy (zero: lowest compared OMol25 entry of this formula, charge and spin) belongs to which entry?
Answer: C2H4N6O



Repeat the second record exactly.
ORCA calculation (ωB97M-V/def2-TZVPD) on a 2-piece molecular cluster, C2H4NO2 overall.

Each line ends with the natural charge from an NBO analysis.
Positions of all 9 atoms, in Å:
C 0.5932 -1.5181 -0.1863  -0.054
C -0.5678 1.8551 -0.2049  0.625
N 0.4146 -1.8835 1.0094  -0.644
H -0.1562 -1.1904 1.4987  0.343
O -1.3808 0.9040 -0.2216  -0.805
H 0.5097 1.5748 -0.4096  -0.026
H 0.0837 -0.6764 -0.6600  0.212
O -0.7765 3.0711 -0.0592  -0.774
H 1.2800 -2.1366 -0.7665  0.122

Output
multiplicity = 1
Kohn-Sham gap = 0.3124 hartree
HOMO level = -4.172 eV
charge = -1
relative energy (zero: lowest compared OMol25 entry of this formula, charge and spin) = 96.84 kJ/mol



Question: Which formula does entry 2 have?
Answer: C2H4NO2